64
Properties=species:S:1:pos:R:3:forces:R:3 method="wB97M-V/def2-TZVPD" multiplicity=1 total_charge=-1 orbital_gap_ev=7.63 e_lumo_ha=0.096 relative_energy_kj_mol=0.0 e_tot_ha=-3159.6823
Sc -0.48617 -0.02755 -1.32449 -0.7 0.0 0.0
C -0.17159 2.10671 2.71257 0.4 0.2 -0.1
C -0.51753 1.66122 1.30240 -1.3 1.8 0.6
N -0.04140 0.60773 0.77188 0.4 -0.7 -0.3
N 0.79615 -0.20087 1.56154 -0.2 -0.9 -0.6
C 0.58717 -1.48735 1.32305 0.3 1.8 1.0
S -0.61064 -2.24033 0.40045 -0.3 -0.1 -1.0
S 1.54460 -2.60532 2.29226 0.4 0.4 0.4
C 2.22432 -1.49411 3.59642 -0.2 0.7 -0.8
C 1.20632 -1.13730 4.67531 -0.5 -0.2 -0.2
C 1.63896 -0.82458 5.94575 0.7 -0.5 0.0
C 0.79326 -0.50692 6.99243 -0.5 0.0 0.4
C -0.56161 -0.45706 6.75829 -0.1 -0.6 -1.5
C -1.03865 -0.84882 5.47028 -0.2 1.0 2.6
C -0.19044 -1.16787 4.46843 1.5 -0.2 -0.2
C -1.60501 2.45694 0.61869 -0.4 0.8 0.4
C -1.92778 3.80548 1.02101 -0.1 -2.3 -1.6
C -2.96009 4.51610 0.48140 -0.8 1.9 0.7
C -3.81345 3.92734 -0.42753 -0.8 -1.2 -1.2
C -3.60179 2.60503 -0.79766 0.4 0.1 0.3
C -2.51198 1.84904 -0.30516 0.8 -0.7 0.1
O -2.34592 0.59956 -0.69794 -0.2 0.5 0.2
H -0.66226 1.43827 3.41905 0.2 -0.1 0.1
H 0.91484 2.10630 2.87915 -0.3 -0.4 0.0
H -0.52176 3.11997 2.94043 0.0 -0.4 -0.2
H 3.06206 -2.08334 3.98826 -0.1 0.3 0.2
H 2.61630 -0.53636 3.11795 -0.5 -1.3 0.5
H 2.67868 -0.97937 6.16136 0.5 0.2 0.1
H 1.17145 -0.40193 8.00571 0.1 0.3 -0.2
H -1.27439 -0.20236 7.51492 -0.2 0.1 0.4
H -2.10568 -0.88592 5.40019 -0.5 -0.1 -0.6
H -0.56778 -1.51595 3.54784 -0.4 -0.2 -1.0
H -1.36980 4.27736 1.74218 1.4 1.0 1.5
H -3.21026 5.56155 0.83528 0.6 -1.3 -0.4
H -4.66734 4.46417 -0.87686 0.6 -0.2 0.4
H -4.19112 2.03528 -1.49733 -0.4 0.3 -0.2
O -0.82485 1.49016 -2.63819 0.3 -0.6 -0.9
C -1.54657 1.45658 -3.74897 0.3 -1.1 0.8
C -2.22812 2.62248 -4.09701 0.9 0.7 0.0
C -2.96376 2.69523 -5.25234 -0.4 0.5 -0.5
C -3.14265 1.57386 -6.05610 0.0 -1.0 -1.4
C -2.46173 0.39488 -5.75183 0.0 1.0 0.8
C -1.65202 0.29981 -4.60627 0.2 0.4 0.3
C -0.72292 -0.83212 -4.43972 -0.4 0.8 1.6
N -0.24781 -1.19177 -3.29935 -1.0 0.8 -0.2
N 0.79085 -2.08878 -3.27410 1.1 0.0 0.2
C 1.64717 -1.70531 -2.34260 -0.2 -0.9 -0.8
O 1.50170 -0.68635 -1.58632 -0.1 0.5 0.3
C 2.87232 -2.53532 -2.13861 0.5 -0.2 1.4
C 3.59881 -2.34294 -0.91967 -0.6 -0.2 -2.2
C 4.69216 -3.12454 -0.63928 -1.1 -0.2 0.6
C 5.00425 -4.19259 -1.44365 1.7 -0.8 -0.4
C 4.39121 -4.35759 -2.66180 -1.5 -0.1 -0.3
C 3.26600 -3.56324 -2.98168 0.8 -0.1 -0.1
H -1.88946 3.48016 -3.49279 -0.8 -0.2 -0.3
H -3.35605 3.65196 -5.60118 -0.1 -0.2 0.3
H -3.67480 1.56765 -7.05012 0.4 0.4 1.4
H -2.58025 -0.43938 -6.40873 0.1 -0.5 -0.3
H -0.28746 -1.23029 -5.31209 0.4 -0.8 -1.1
H 3.24896 -1.58777 -0.26763 -0.2 0.7 0.6
H 5.12861 -3.04111 0.32616 0.6 0.2 0.6
H 5.81017 -4.89253 -1.13932 -0.6 0.5 -0.2
H 4.63378 -5.20287 -3.30199 0.1 0.2 0.1
H 2.71283 -3.75302 -3.89234 0.0 0.1 0.0

=====

65
Properties=species:S:1:pos:R:3:forces:R:3 method="wB97M-V/def2-TZVPD" multiplicity=1 total_charge=+1 orbital_gap_ev=6.41 e_lumo_ha=-0.134 relative_energy_kj_mol=0.0 e_tot_ha=-11768.9673
Zr 0.29925 -1.64213 0.19169 0.6 0.1 -0.3
Se 0.90889 -2.34577 2.70076 -0.1 0.1 0.0
Se 0.98209 -4.26749 1.33934 0.1 0.0 0.0
Se -1.28082 -4.50516 0.80697 -0.1 0.2 -0.2
Se -1.35114 -3.20423 -1.17629 -0.2 -0.1 0.2
N 2.38687 -0.80298 -3.77779 0.0 0.0 0.1
C 1.51876 -1.12864 -4.85309 0.0 0.0 0.0
C 2.03466 -1.40033 -6.10828 0.0 0.0 0.0
C 1.17290 -1.72754 -7.14599 0.0 0.0 0.0
C -0.19152 -1.81203 -6.91727 0.0 0.0 0.0
C -0.70008 -1.56571 -5.64978 0.0 0.0 0.0
C 0.15514 -1.19862 -4.62385 -0.1 0.0 0.1
S -0.47657 -0.74972 -3.03432 0.0 0.2 -0.1
N 0.85837 -1.15792 -2.03797 -0.1 0.0 -0.1
C 2.05729 -1.05455 -2.48702 -0.1 0.0 0.0
C 3.13692 -1.19899 -1.47781 0.2 0.0 0.1
C 4.47799 -1.03836 -1.77980 0.0 0.0 0.0
C 5.42633 -1.16680 -0.77445 -0.1 0.0 0.1
C 4.99356 -1.45265 0.50491 0.0 0.0 -0.1
C 3.63287 -1.58851 0.73024 0.0 0.0 0.1
N 2.71203 -1.46739 -0.22812 -0.1 0.1 0.0
H 3.36381 -0.84788 -4.01184 0.0 0.1 0.0
H 3.10408 -1.35113 -6.27595 0.0 0.0 0.0
H 1.57247 -1.92521 -8.13053 0.0 0.0 0.0
H -0.86296 -2.07547 -7.72207 0.0 0.0 0.0
H -1.76217 -1.64592 -5.45895 0.0 0.0 0.0
H 4.81422 -0.79696 -2.77723 0.0 0.0 0.0
H 6.47693 -1.04305 -0.99643 0.0 0.0 0.0
H 5.68113 -1.56876 1.32967 0.0 0.0 0.0
H 3.25524 -1.80403 1.72088 0.0 0.0 0.0
N -0.21704 0.20765 0.38726 0.2 -0.6 0.2
P -1.06882 0.95435 1.50148 -0.2 -0.1 -0.1
C -2.04288 2.27773 0.77065 0.0 -0.1 0.2
C -3.33050 2.56653 1.21092 0.0 0.0 0.0
C -4.03713 3.61320 0.63822 0.0 0.0 0.0
C -3.45577 4.36842 -0.37003 0.0 0.0 0.0
C -2.17094 4.07877 -0.81094 0.0 0.0 0.0
C -1.46143 3.03330 -0.24329 0.0 0.0 -0.1
C -2.21309 -0.21620 2.25990 -0.1 0.1 0.1
C -3.10201 -0.88116 1.40952 0.0 0.0 0.0
C -3.92397 -1.87489 1.90874 0.0 0.0 0.0
C -3.86978 -2.20717 3.25859 -0.1 0.0 -0.1
C -2.99473 -1.54819 4.10351 0.1 0.1 0.0
C -2.16222 -0.55097 3.60827 -0.1 -0.1 0.0
C -0.05800 1.65966 2.81467 -0.1 0.1 -0.2
C -0.63079 2.50246 3.76631 0.0 0.0 0.0
C 0.15022 3.02683 4.78129 0.0 0.0 0.0
C 1.50514 2.72116 4.84217 0.0 0.0 0.0
C 2.07906 1.89826 3.88633 0.0 0.0 0.0
C 1.29788 1.36792 2.86846 0.1 0.0 0.0
H -3.78767 1.96896 1.99044 0.0 0.0 0.0
H -5.04073 3.83270 0.97621 0.0 0.0 0.0
H -4.00741 5.18371 -0.81861 0.0 0.0 0.0
H -1.72343 4.66634 -1.60128 0.0 0.0 0.0
H -0.46632 2.78891 -0.59392 0.0 0.0 0.0
H -3.14337 -0.62945 0.35471 0.0 0.0 0.0
H -4.60431 -2.38812 1.24218 0.0 0.0 0.0
H -4.51136 -2.98518 3.65012 0.0 0.0 0.0
H -2.94883 -1.81345 5.15105 0.0 0.0 0.0
H -1.46575 -0.05341 4.27031 0.0 0.0 0.0
H -1.68455 2.75099 3.71352 0.0 0.0 0.0
H -0.29483 3.67726 5.52205 0.0 0.0 0.0
H 2.11472 3.13521 5.63424 0.0 0.0 0.0
H 3.13556 1.66947 3.92765 0.0 0.0 0.0
H 1.73850 0.73231 2.10966 0.0 0.0 0.0

=====

92
Properties=species:S:1:pos:R:3:forces:R:3 method="wB97M-V/def2-TZVPD" multiplicity=1 total_charge=-1 orbital_gap_ev=7.45 e_lumo_ha=-0.012 relative_energy_kj_mol=0.0 e_tot_ha=-10842.6502
Hg 2.06490 0.70374 1.66821 0.4 -1.1 -0.8
As 4.62408 -2.05550 3.22049 1.0 -0.5 -0.5
F 3.98004 -2.99451 1.93265 0.1 0.1 0.3
F 3.45958 -0.73335 2.70095 -0.1 0.7 0.0
F 5.15848 -0.97110 4.46812 -0.1 0.1 -0.1
F 5.73451 -3.28469 3.72831 -0.4 0.1 0.0
F 5.82258 -1.39909 2.15687 -0.4 0.1 0.2
F 3.38964 -2.61872 4.28010 0.0 0.0 0.1
As 4.10309 -0.40860 -1.69527 0.6 -0.7 0.0
F 3.49951 -0.00479 -0.03171 -0.2 0.0 0.4
F 3.59150 -2.04083 -1.44705 0.1 0.4 0.1
F 4.73542 -0.81898 -3.24905 -0.1 0.3 -0.1
F 4.55839 1.26590 -1.81814 0.0 0.0 -0.2
F 5.65047 -0.74505 -0.97453 -0.5 0.1 -0.1
F 2.55591 -0.01328 -2.36050 0.1 0.1 0.1
As -0.22449 -1.20497 0.02351 0.3 -0.1 -0.5
F -0.91110 -2.73989 0.37039 -0.4 0.5 0.3
F 0.96485 -1.41087 1.28559 0.1 -0.4 -0.1
F 0.67617 0.36682 -0.23675 -0.6 -0.3 -0.1
F -1.39647 -0.78471 -1.18032 -0.1 0.3 0.1
F -1.21356 -0.31987 1.17517 0.2 -0.3 -0.1
F 0.71105 -1.94192 -1.20421 0.1 0.3 0.3
C -3.12033 -1.22197 -3.72257 0.4 -0.3 0.2
C -1.80355 -1.46033 -4.12820 -1.1 -0.2 0.4
C -1.57506 -2.28330 -5.21849 1.0 0.2 0.6
C -2.64330 -2.76823 -5.93839 0.2 0.0 -0.1
C -3.94287 -2.42939 -5.62287 -0.4 0.0 0.1
C -4.19336 -1.73364 -4.44827 0.3 0.8 -0.5
N -2.40832 -3.69374 -7.05927 -0.4 0.2 -0.2
O -1.39781 -4.36435 -7.05717 0.1 0.1 0.0
O -3.27544 -3.75111 -7.91551 0.2 -0.1 0.0
H -3.22634 -0.69513 -2.78258 -0.4 0.1 -0.1
H -1.02725 -1.09154 -3.47351 0.3 -0.1 -0.3
H -0.53476 -2.52109 -5.40304 -0.2 -0.3 -0.5
H -4.75773 -2.67749 -6.28797 0.1 -0.3 0.1
H -5.21610 -1.45861 -4.22880 0.0 -0.1 0.3
C -3.49565 3.96269 -0.95127 1.2 -0.9 0.0
C -2.54243 2.97078 -1.18875 -0.9 -0.2 0.4
C -1.64191 2.62241 -0.19215 0.3 -0.1 0.0
C -1.65060 3.34052 0.98466 -0.3 0.8 0.0
C -2.48982 4.43591 1.18856 0.4 0.2 0.0
C -3.37981 4.75180 0.19528 -1.3 0.1 -1.0
N -0.66973 3.08388 2.02493 0.9 -0.8 0.3
O -0.78215 3.59154 3.11473 -0.3 0.2 -0.1
O 0.28150 2.34321 1.74321 -0.4 0.4 -0.2
H -4.29858 4.01426 -1.67371 0.0 0.7 0.0
H -2.61530 2.38675 -2.09593 0.2 -0.1 0.0
H -0.94438 1.81320 -0.30894 0.1 -0.2 -0.1
H -2.37778 5.06430 2.06059 -0.1 -0.1 0.1
H -4.06384 5.59370 0.21061 0.2 0.0 0.7
C -2.80497 -5.67371 -3.80849 -0.9 -0.4 0.2
C -1.42905 -5.53935 -3.89054 -0.8 0.0 0.7
C -0.72773 -5.58513 -2.68269 0.7 -0.1 -0.9
C -1.38365 -5.73419 -1.48333 -0.5 0.0 -0.1
C -2.76753 -5.83660 -1.39700 0.3 0.1 -0.1
C -3.46624 -5.82992 -2.58680 0.2 0.0 -0.1
N -0.59380 -5.88028 -0.26162 0.3 -0.3 0.4
O 0.49030 -5.35088 -0.21162 0.0 0.0 -0.1
O -1.06822 -6.58733 0.61983 -0.1 0.3 -0.1
H -3.49035 -5.76613 -4.64589 0.6 0.3 -0.4
H -0.96493 -5.42212 -4.85802 0.3 0.0 0.1
H 0.35371 -5.58766 -2.73412 0.0 0.2 0.4
H -3.25563 -5.90534 -0.43657 0.1 -0.2 0.0
H -4.53550 -5.99598 -2.60522 0.0 0.2 0.1
C -0.71502 1.81062 7.72523 -0.1 0.8 -1.3
C -0.18332 0.58593 8.07032 -0.4 0.1 0.1
C 0.25546 -0.26861 7.06407 0.5 -0.2 0.5
C 0.17471 0.11102 5.74616 -0.5 0.3 0.3
C -0.41705 1.31526 5.37042 0.6 -0.2 -0.2
C -0.78358 2.18597 6.36805 -0.6 -0.2 0.7
N 0.67856 -0.81262 4.73082 0.0 0.2 -0.7
O 0.93273 -0.31468 3.63080 -0.2 0.1 0.4
O 0.78652 -1.97597 4.98779 -0.1 0.1 0.1
H -1.13877 2.56073 8.38017 0.3 -0.4 0.6
H -0.16448 0.27810 9.10668 0.2 -0.1 0.0
H 0.71738 -1.21247 7.32226 -0.1 0.0 -0.1
H -0.56785 1.55800 4.32960 0.2 0.0 0.0
H -1.23891 3.13852 6.13170 0.1 0.0 -0.2
C 3.07435 7.35116 0.22462 0.9 -0.4 -0.2
C 1.87693 7.10517 -0.43100 0.5 0.3 -0.5
C 1.46134 5.81570 -0.75416 -0.2 0.8 0.3
C 2.27782 4.77489 -0.36557 0.0 0.5 0.0
C 3.46787 5.01278 0.29930 0.4 -1.0 0.4
C 3.90244 6.28563 0.60873 -1.1 0.1 -0.3
N 1.86938 3.39654 -0.64882 -0.2 -0.1 -0.1
O 2.55112 2.49474 -0.18985 0.0 0.1 0.4
O 0.87154 3.23995 -1.31453 0.2 0.0 0.0
H 3.46886 8.35550 0.31584 -0.3 0.1 0.2
H 1.35787 7.96033 -0.84571 -0.3 -0.1 0.2
H 0.50934 5.71835 -1.25358 0.1 -0.5 -0.1
H 4.04210 4.14218 0.59756 0.1 0.1 -0.1
H 4.83441 6.41114 1.13717 0.1 0.2 -0.1